No. 1
Formula: C4H7NO
Source: OMol25
Level of theory: ωB97M-V/def2-TZVPD

Last column: Löwdin charge in e.
Geometry (Å):
C (-1.663, -0.151, -0.186)  -0.098
N (-0.357, -0.031, 0.411)  -0.220
C (0.513, 1.100, 0.071)  -0.097
C (1.664, 0.159, 0.442)  -0.351
O (2.776, 0.271, 0.868)  0.115
C (0.707, -0.994, 0.108)  -0.095
H (-1.669, -0.130, -1.291)  0.084
H (-2.128, -1.083, 0.148)  0.084
H (-2.290, 0.672, 0.171)  0.083
H (0.580, 1.268, -1.025)  0.127
H (0.343, 2.046, 0.595)  0.121
H (0.713, -1.934, 0.668)  0.120
H (0.811, -1.192, -0.980)  0.127

Force components x, y, z for each atom (eV/Å):
C -0.2 0.0 -0.1
N -0.2 0.0 -0.1
C 0.1 0.3 0.0
C 0.5 0.0 -0.1
O -0.6 -0.1 -0.3
C 0.1 -0.2 0.0
H 0.2 0.0 0.1
H 0.1 0.1 -0.1
H 0.0 -0.1 -0.1
H -0.1 0.1 0.2
H 0.1 -0.2 0.0
H 0.0 0.2 0.0
H -0.1 -0.1 0.2

As for the charge: 0. Its spin multiplicity is 1. For the HOMO energy, the calculation gives -0.34012 Ha. The LUMO energy comes out at 0.9 eV. As for the relative energy (zero: lowest compared OMol25 entry of this formula, charge and spin): 48.84 kcal per mole. As for the frontier orbital gap: 10.19 eV. Its SMILES is CN1CC(=O)C1.

=====

No. 2
Formula: C32H60EuN2OP3
Source: OMol25
Level of theory: ωB97M-V/def2-TZVPD

Last column: Löwdin charge in e.
Geometry (Å):
C (0.116, 3.103, 1.233)  -0.334
C (0.341, 2.512, -1.030)  -0.345
C (0.500, 4.417, 0.967)  -0.031
C (0.674, 3.849, -1.349)  -0.031
C (0.773, 4.797, -0.343)  -0.039
H (0.552, 5.116, 1.799)  0.120
H (0.800, 4.105, -2.401)  0.109
H (1.049, 5.823, -0.575)  0.116
N (-0.004, 2.175, 0.266)  0.016
P (-0.655, 1.009, 3.042)  1.056
P (1.142, 0.480, -3.056)  1.101
C (-0.211, 2.767, 2.691)  -0.281
H (0.647, 3.053, 3.320)  0.080
H (-1.029, 3.433, 3.010)  0.071
C (-0.061, -3.160, 0.548)  -0.089
O (0.262, -4.258, 0.451)  0.093
C (0.160, 1.536, -2.095)  -0.334
H (-0.806, 1.689, -2.613)  0.056
C (2.171, 1.072, -4.490)  -0.620
C (-0.028, -0.881, -3.579)  -0.601
C (0.697, 0.311, 4.221)  -0.679
C (-2.374, 1.279, 3.804)  -0.704
C (3.496, 0.282, -4.442)  -0.076
H (3.356, -0.749, -4.795)  0.082
H (4.222, 0.769, -5.107)  0.100
H (3.929, 0.227, -3.439)  0.033
C (1.539, 0.834, -5.874)  -0.096
H (1.398, -0.226, -6.111)  0.062
H (0.588, 1.368, -5.985)  0.083
H (2.233, 1.238, -6.627)  0.100
C (2.380, 2.593, -4.386)  -0.088
H (3.196, 2.881, -5.065)  0.099
H (1.473, 3.134, -4.692)  0.088
H (2.644, 2.938, -3.385)  0.036
C (0.807, -2.050, -4.125)  -0.072
H (1.489, -2.441, -3.357)  0.093
H (0.126, -2.863, -4.418)  0.096
H (1.401, -1.790, -5.009)  0.058
C (-0.866, -1.405, -2.395)  -0.182
H (-0.229, -1.868, -1.622)  0.000
H (-1.522, -0.609, -1.991)  0.047
H (-1.539, -2.194, -2.763)  0.079
C (-1.049, -0.357, -4.617)  -0.071
H (-0.641, -0.292, -5.629)  0.063
H (-1.896, -1.056, -4.663)  0.092
H (-1.456, 0.625, -4.342)  0.082
C (-2.961, -0.078, 4.234)  -0.098
H (-4.025, 0.065, 4.478)  0.097
H (-2.895, -0.835, 3.437)  0.036
H (-2.475, -0.481, 5.131)  0.067
C (-3.259, 1.893, 2.698)  -0.096
H (-2.921, 2.894, 2.401)  0.078
H (-3.307, 1.263, 1.796)  0.058
H (-4.283, 1.996, 3.088)  0.097
C (-2.337, 2.229, 5.011)  -0.084
H (-3.377, 2.434, 5.306)  0.095
H (-1.835, 1.786, 5.877)  0.062
H (-1.865, 3.193, 4.789)  0.077
C (1.965, 1.178, 4.208)  -0.093
H (1.808, 2.145, 4.705)  0.083
H (2.749, 0.650, 4.775)  0.100
H (2.354, 1.354, 3.195)  0.060
C (1.037, -1.104, 3.699)  -0.124
H (1.520, -1.082, 2.707)  0.054
H (1.745, -1.577, 4.397)  0.093
H (0.148, -1.749, 3.636)  0.068
C (0.208, 0.215, 5.671)  -0.097
H (0.023, 1.204, 6.109)  0.077
H (-0.684, -0.412, 5.782)  0.064
H (1.007, -0.252, 6.268)  0.095
Eu (-0.566, -0.368, 0.362)  1.215
N (1.460, -0.588, -0.647)  -0.152
C (1.967, 0.304, -1.374)  -0.436
C (3.378, 0.866, -0.806)  -0.546
C (3.906, 2.097, -1.503)  -0.066
C (3.187, 1.262, 0.658)  -0.081
C (4.393, -0.279, -0.846)  -0.053
H (4.180, 1.919, -2.545)  0.061
H (3.186, 2.921, -1.435)  0.070
H (4.825, 2.432, -0.996)  0.099
H (2.817, 0.415, 1.246)  0.052
H (4.146, 1.585, 1.091)  0.099
H (2.478, 2.091, 0.750)  0.066
H (5.327, 0.032, -0.355)  0.094
H (3.980, -1.141, -0.311)  0.080
H (4.637, -0.598, -1.865)  0.068
C (-3.355, -3.468, -0.734)  -0.279
P (-2.860, -2.357, 0.642)  0.698
C (-4.442, -1.445, 0.864)  -0.287
C (-2.997, -3.552, 2.027)  -0.277
H (-2.580, -4.226, -0.904)  0.045
H (-4.302, -3.966, -0.480)  0.053
H (-3.490, -2.885, -1.655)  0.036
H (-5.279, -2.157, 0.899)  0.051
H (-4.429, -0.853, 1.790)  0.014
H (-4.585, -0.760, 0.016)  0.046
H (-3.966, -4.070, 1.971)  0.056
H (-2.188, -4.291, 1.966)  0.033
H (-2.922, -3.029, 2.990)  0.031

Force components x, y, z for each atom (eV/Å):
C -0.2 0.1 -0.1
C -0.2 1.3 0.6
C 0.1 -0.2 -0.1
C -0.1 -0.6 0.4
C -0.1 0.0 0.2
H 0.1 0.0 -0.2
H 0.2 -0.1 0.4
H -0.1 -0.1 0.1
N 0.7 0.6 -0.6
P -0.1 0.0 -0.1
P -0.9 2.1 2.4
C 0.3 0.3 -0.1
H -0.3 0.0 -0.3
H 0.3 -0.3 -0.1
C 1.6 -3.1 -0.2
O -1.0 2.9 0.2
C -2.8 -0.6 -2.1
H 0.2 0.5 0.2
C 0.1 -0.2 -0.5
C 0.2 -0.4 0.0
C -0.5 0.3 0.1
C 0.6 -0.2 0.4
C 0.2 0.0 -0.1
H 0.0 0.2 0.1
H -0.1 -0.2 0.1
H -0.1 0.1 -0.4
C 0.1 0.1 -0.2
H 0.0 0.3 0.0
H 0.2 -0.1 0.0
H -0.2 -0.1 0.2
C 0.0 0.2 0.2
H -0.2 -0.1 0.1
H 0.2 -0.2 0.1
H -0.1 -0.1 -0.3
C -0.1 -0.3 -0.1
H -0.2 0.1 -0.1
H 0.2 0.1 0.0
H -0.2 -0.1 0.3
C -0.2 -0.4 0.0
H -0.2 0.3 -0.4
H 0.3 -0.3 -0.2
H 0.2 0.2 -0.1
C 0.0 0.0 -0.2
H -0.1 0.0 0.3
H 0.2 0.1 0.1
H 0.1 -0.2 0.0
C -0.2 0.1 0.0
H 0.2 -0.1 0.0
H 0.0 0.3 0.2
H -0.2 0.1 -0.3
C 0.1 -0.1 0.0
H -0.1 -0.2 0.0
H 0.1 0.1 0.2
H 0.2 0.0 -0.1
C -0.5 0.0 0.2
H 0.2 0.1 0.0
H -0.2 0.1 -0.3
H -0.1 -0.2 0.0
C 0.1 -0.1 0.0
H 0.0 -0.3 -0.1
H -0.2 0.1 -0.2
H -0.1 0.0 0.3
C 0.0 0.1 0.0
H -0.1 0.1 0.2
H -0.2 0.1 -0.2
H 0.1 0.2 0.1
C 0.3 -0.2 0.3
H 0.1 -0.3 -0.2
H 0.3 0.2 0.0
H -0.2 0.1 -0.1
Eu 0.4 0.6 -0.6
N 0.1 0.6 -0.4
C 3.1 -3.6 1.8
C -0.6 0.4 -0.4
C 0.6 0.4 -0.1
C -0.2 -0.1 0.3
C 0.0 -0.2 0.0
H -0.1 0.1 0.2
H 0.2 -0.1 -0.1
H -0.2 -0.1 -0.1
H 0.0 0.1 -0.2
H -0.2 -0.1 -0.2
H 0.2 -0.1 0.0
H -0.2 0.0 -0.1
H 0.1 0.1 -0.1
H 0.0 0.0 0.2
C 0.1 0.0 -0.2
P -1.2 -0.2 0.1
C -0.1 0.1 0.0
C 0.1 0.0 0.2
H -0.2 0.1 0.0
H 0.3 0.1 -0.1
H 0.0 -0.2 0.2
H 0.1 0.3 0.0
H 0.0 -0.2 -0.3
H 0.0 -0.2 0.2
H 0.3 0.1 0.1
H -0.2 0.1 0.1
H 0.0 -0.2 -0.2

As for the charge: +1. Its spin multiplicity is 8. For the HOMO energy (spin up / spin down), the calculation gives -0.33133 / -0.33865 Ha. The LUMO energy (spin up / spin down) comes out at -2.2 / -2.2 eV. As for the relative energy (zero: lowest compared OMol25 entry of this formula, charge and spin): 44.38 kcal per mole. As for the frontier orbital gap (spin up / spin down): 6.84 / 7.05 eV.

=====

No. 3
Formula: C9H15F6N3O3PZr
Source: OMol25
Level of theory: ωB97M-V/def2-TZVPD

Last column: Löwdin charge in e.
Geometry (Å):
Zr (-0.067, -0.404, -1.291)  1.991
N (-2.265, 0.090, -2.175)  -0.016
C (-2.188, 1.501, -2.675)  -0.073
C (-0.785, 1.892, -2.301)  -0.435
O (-0.490, 1.554, -1.028)  -0.212
N (0.115, 2.235, -3.116)  0.200
C (1.454, 2.478, -3.037)  0.020
C (2.128, 1.619, -1.674)  -0.470
O (2.788, 2.323, -1.004)  0.289
O (1.818, 0.371, -1.658)  -0.127
H (-2.482, -0.541, -2.944)  0.120
H (-3.019, -0.011, -1.500)  0.131
H (-2.901, 2.145, -2.164)  0.150
H (-2.347, 1.553, -3.747)  0.148
H (1.712, 3.525, -2.909)  0.154
H (2.036, 1.976, -3.816)  0.161
C (-1.057, 0.496, 3.960)  -0.013
C (0.241, -0.188, 3.495)  -0.566
C (0.434, -1.555, 4.172)  -0.010
C (1.470, 0.716, 3.696)  -0.011
C (0.106, -0.415, 2.041)  -0.016
N (-0.002, -0.608, 0.909)  0.113
H (-0.971, 0.655, 5.035)  0.110
H (-1.929, -0.132, 3.782)  0.100
H (-1.196, 1.466, 3.485)  0.098
H (0.512, -1.368, 5.243)  0.110
H (1.351, -2.041, 3.841)  0.101
H (-0.414, -2.217, 4.003)  0.101
H (1.587, 0.864, 4.769)  0.110
H (1.337, 1.693, 3.231)  0.098
H (2.378, 0.248, 3.318)  0.100
F (0.014, -1.233, -3.203)  -0.327
P (0.130, -3.054, -2.623)  0.326
F (-1.075, -3.314, -3.541)  -0.010
F (1.195, -2.307, -1.583)  -0.197
F (0.161, -4.383, -1.872)  0.020
F (1.225, -3.269, -3.667)  0.014
F (-1.009, -2.360, -1.452)  -0.284

Force components x, y, z for each atom (eV/Å):
Zr 0.1 0.5 0.3
N 0.3 0.0 -0.1
C 0.0 0.0 0.0
C 0.2 0.0 0.5
O 0.0 -0.1 -0.4
N -0.1 0.0 -0.3
C 0.1 -0.1 0.2
C 0.0 -0.1 0.0
O 0.1 0.0 0.0
O -0.4 0.2 0.0
H 0.0 0.0 0.0
H 0.0 0.0 0.0
H 0.0 0.0 0.0
H 0.0 0.0 0.0
H 0.0 0.0 0.0
H 0.0 0.0 -0.1
C 0.0 0.0 0.1
C -0.1 0.0 -0.6
C 0.0 0.0 0.0
C 0.0 0.0 0.1
C 0.1 -0.1 0.5
N 0.0 0.1 -0.3
H 0.0 0.0 0.0
H 0.0 0.0 0.0
H 0.0 0.0 0.0
H 0.0 0.0 0.0
H 0.0 0.0 0.0
H 0.0 0.0 0.0
H 0.0 0.0 0.0
H 0.0 0.0 0.0
H 0.0 0.0 0.0
F 0.0 -0.3 0.0
P -0.1 -0.1 -0.1
F -0.1 0.1 0.0
F 0.2 -0.1 0.1
F 0.0 0.1 0.0
F 0.0 0.1 0.0
F -0.1 -0.1 0.0

As for the charge: +2. Its spin multiplicity is 2. For the HOMO energy (spin up / spin down), the calculation gives -0.63652 / -0.67109 Ha. The LUMO energy (spin up / spin down) comes out at -8.1 / -10.2 eV. As for the relative energy (zero: lowest compared OMol25 entry of this formula, charge and spin): 0.01 kcal per mole. As for the frontier orbital gap (spin up / spin down): 9.21 / 8.05 eV.

=====

| no. | E (Ha) |
| --- | --- |
| 1 | -286.5538 |
| 2 | -3174.1753 |
| 3 | -1729.2504 |